Entry from the Open Molecules 2025 dataset: a 2-piece molecular cluster, C7H17N2S overall (wB97M-V/def2-TZVPD).

```
27
Properties=species:S:1:pos:R:3
C -0.300 0.733 0.763
S 2.837 -1.087 0.390
H 0.712 2.526 1.596
H 0.026 -2.365 1.333
N 5.029 0.043 -0.442
H 3.222 0.747 -1.103
H 5.529 -0.617 0.143
H -2.733 -0.257 -0.043
H -1.558 -1.655 1.710
C -0.940 -1.422 -0.358
C 0.396 2.057 0.679
H -2.278 -0.428 -1.745
C 3.709 0.013 -0.470
N 0.007 -0.262 -0.262
H -1.771 2.365 1.095
H 1.012 -0.629 -0.060
H -1.390 2.071 -0.641
C -1.071 1.959 0.384
H -0.526 -2.074 -1.133
H -0.443 0.293 1.738
H 5.569 0.713 -0.968
H -1.453 -3.147 0.796
C -2.316 -0.933 -0.783
H -2.986 -1.781 -0.878
C -0.979 -2.184 0.956
H 1.070 2.234 -0.145
H 0.025 0.210 -1.171
```

Charge: +1
Molar mass (g/mol): 161.29
Relative energy (zero: lowest compared OMol25 entry of this formula, charge and spin) (kJ/mol): 45.0
HOMO level (Ha): -0.46768

Mulliken population analysis, charges in e, atoms 1 to 2: number 1, C, carries -0.194; number 2, S, carries -0.428


Entry from the Open Molecules 2025 dataset: a 6-piece molecular cluster, C45H73BrCl2N4O16PS3 overall (wB97M-V/def2-TZVPD).

```
145
Properties=species:S:1:pos:R:3
C -2.089 1.056 -2.163
H 1.706 3.523 -2.255
H 7.145 0.450 -0.407
H -2.652 0.295 -2.683
H -1.170 -5.303 -4.794
S -2.004 -1.246 -0.295
C 0.290 0.242 7.734
C 5.860 -2.739 -0.832
O 1.939 3.538 -1.312
H -5.674 3.970 3.023
C 7.391 -2.546 -3.969
H -1.415 3.047 -2.808
O -0.536 0.402 6.560
O 7.917 -1.674 -1.717
C -0.667 0.327 8.916
H -2.848 0.189 8.730
O 6.208 1.274 2.058
H 3.157 -1.514 0.529
C -1.306 3.894 7.234
H 1.892 -1.577 -3.608
Cl -4.954 2.118 -2.974
H 3.419 -3.067 -0.221
C 0.233 2.878 0.941
C -5.923 -3.158 -4.394
N 0.138 1.588 -1.199
C 0.105 -4.499 -6.379
O -2.678 0.053 6.017
H 6.370 -2.608 -4.332
C -6.014 -1.647 -4.307
H -5.034 -1.218 -4.125
H 6.295 -3.700 -0.575
H -1.700 3.871 5.120
H 1.472 3.745 2.604
O -6.948 -3.718 -3.718
O 0.827 -5.168 -4.235
C 7.487 -1.410 -2.977
H 5.046 -2.534 -0.144
H -3.625 4.025 -3.042
C -5.072 5.085 0.473
H 0.785 -0.730 7.668
H -2.172 -1.084 4.373
H -0.991 3.321 -0.691
N 1.856 -0.025 -1.059
C 2.713 -2.494 0.372
H -0.478 6.374 5.181
C -0.186 -5.455 -5.232
C 1.454 1.258 -1.061
C -0.524 -0.669 3.227
H -4.953 2.964 0.361
H -0.088 -6.502 -5.523
H -6.407 -1.423 -2.199
C -6.970 -1.436 -3.134
C 0.580 -0.401 0.968
O 5.476 -0.280 0.619
O -1.863 2.933 7.673
H -0.465 -2.155 1.732
C 4.076 1.635 1.070
H 3.247 0.419 -2.556
H 5.780 0.002 -1.422
H -6.050 3.685 -0.845
H -0.427 6.575 7.625
H -7.075 5.046 2.891
C -1.569 4.597 5.917
C -2.243 2.362 -2.981
H -2.077 -1.967 3.036
H -0.214 0.333 0.975
H 3.836 -0.688 -1.400
H 1.978 -3.375 -6.599
H 7.462 -1.888 0.228
C -7.825 -2.697 -3.204
H -7.734 4.136 0.775
N -1.514 -1.603 3.799
C -1.947 -0.254 8.318
C 1.362 -2.364 -0.365
Br 0.198 0.695 -3.770
O -4.301 5.684 -0.219
H -8.668 -2.591 -3.889
O -1.205 -3.396 -1.717
H 1.549 -2.801 -1.341
S 4.022 2.125 -0.658
H 0.609 -3.022 0.051
H 4.824 -0.996 -3.440
H 1.046 1.024 7.740
C 1.898 -4.580 -4.817
H -2.472 5.198 6.022
C 1.624 -4.356 -6.291
O -5.104 -3.799 -4.985
C -6.297 4.538 2.329
H 5.488 -2.833 -1.852
P -0.597 -2.226 -2.652
H -0.255 -4.863 -7.338
O -5.469 5.526 1.683
H 4.078 2.487 1.740
Cl -2.190 -1.799 -3.903
H 4.192 -2.312 -4.491
C 0.086 5.714 7.195
C 3.961 -1.386 -3.983
H -0.305 -0.198 9.797
H 3.296 0.934 1.351
O 2.902 -4.318 -4.217
C 6.926 -1.663 -0.693
H 0.159 -0.425 4.035
H -1.985 -1.340 8.413
H -3.524 3.224 -1.439
H 1.471 0.132 1.288
N 2.347 2.247 -1.007
H -1.043 0.224 2.860
H -1.379 1.877 0.222
C 2.777 -1.575 -2.998
S 7.988 -4.163 -3.386
H -0.831 1.368 9.182
C 0.212 -1.386 2.080
H 1.158 5.844 7.323
H -2.604 1.245 -1.227
H 3.708 -0.614 -4.711
C 6.338 -0.271 -0.526
H -6.424 -1.268 -5.244
C -3.502 3.090 -2.513
H 2.611 -2.992 1.330
H -2.394 2.148 -4.032
H -1.174 -4.229 -2.210
C 5.385 0.898 1.293
O 7.239 -0.294 -3.342
C 2.946 -0.459 -1.988
H 0.460 4.881 5.246
O -0.327 4.535 7.911
H 2.145 -5.129 -6.857
H -7.550 -0.517 -3.189
H 7.998 -2.260 -4.824
H 2.898 -2.581 -2.615
H -8.199 -3.013 -2.234
H 6.943 -4.907 -3.759
C -0.510 -0.846 -1.334
C -0.557 2.447 -0.209
C 0.910 3.271 1.828
H 1.085 -1.864 2.513
C -1.815 0.086 6.848
C 0.837 -0.946 -0.481
H -7.106 2.667 1.515
C -6.842 3.673 1.198
H -0.367 -3.537 -6.186
C -5.703 3.738 0.182
H -2.057 -0.218 0.565
C -0.660 0.594 -1.929
C -0.318 5.459 5.748
```

Charge: +1
Molar mass (g/mol): 1204.08
HOMO level (Ha): -0.40322

Mulliken population analysis, charges in e, atoms 1 to 2: number 1, C, carries -0.413; number 2, H, carries 0.387


Entry from the Open Molecules 2025 dataset: C52H58BrGeN4O3PSW as an isolated structure (wB97M-V/def2-TZVPD).

```
122
Properties=species:S:1:pos:R:3
C 0.607 -0.228 -5.031
H 2.045 -7.147 2.082
W -0.060 -0.541 0.566
C 5.812 -5.326 2.945
N -2.046 -1.541 0.618
H 1.027 -5.680 -0.280
H 1.266 2.488 6.696
H 0.961 -2.125 -1.814
H -0.574 4.284 -1.319
H -3.622 1.139 0.840
H 5.253 -6.196 2.642
H -3.679 0.936 3.473
C -4.928 6.242 -5.310
H -3.588 3.063 -0.630
H 7.159 -5.162 0.646
C 4.134 -2.372 1.527
S -0.214 1.691 -0.727
C 1.227 5.488 -7.973
H -3.719 -2.615 1.177
H -3.628 0.485 -0.618
C -2.519 -2.199 5.684
H 1.665 -1.211 3.447
C -1.821 4.016 2.210
H -4.023 -3.584 2.958
C 1.303 1.729 5.937
C -4.426 3.486 -4.948
H -1.770 -1.733 -1.192
H 2.147 7.360 -5.282
H 0.370 -7.247 2.432
C -2.632 -2.039 2.924
C -1.774 -1.125 3.603
H -0.071 2.975 2.153
H -2.436 -2.170 6.779
H -0.132 -4.432 0.108
C 2.858 -1.924 1.462
C -1.617 2.705 -0.885
C -3.344 4.376 -5.153
C -2.814 -2.057 1.506
C 0.343 1.569 5.009
H -2.465 0.937 -4.449
C 1.227 -6.544 2.477
Br 2.585 -0.065 0.966
P -0.753 0.212 2.816
H 1.381 -6.399 3.543
C 6.088 -4.895 0.518
H 1.069 -1.244 -5.122
O 0.452 -2.388 1.121
C 5.740 -4.219 1.878
C -1.764 1.666 2.756
C 0.106 4.850 -7.463
C -3.247 -3.152 5.001
H -3.710 4.945 2.503
C 0.569 2.137 -5.241
H -6.956 5.768 -4.911
C 1.589 -0.298 4.120
H 1.092 3.064 -5.433
N -2.886 2.344 -0.577
H 0.217 6.022 -4.191
N -3.117 1.149 -0.023
H 5.972 -4.248 -0.350
C -0.147 4.994 -6.085
C -3.090 1.758 3.120
H -0.975 -3.974 2.306
C -3.310 -3.024 3.618
C 4.369 -3.702 1.880
H 2.237 0.861 -5.759
H -1.277 -1.124 -4.428
C 0.828 -5.218 1.877
H 3.319 -0.903 5.179
O 0.391 -1.412 -1.579
C -1.424 0.995 -4.579
C -1.127 2.835 2.336
C -0.726 -0.194 -4.610
C 2.548 -0.160 5.068
C 3.250 -4.555 2.069
H 6.688 -2.611 3.082
C 1.929 -4.146 1.844
H 6.836 -5.649 3.007
H -5.107 7.289 -5.286
H -2.834 6.460 -5.464
C -3.794 2.911 2.944
H -0.485 -6.104 0.410
H -4.249 2.369 -4.815
H -1.178 -0.505 5.514
H -1.012 -5.568 3.091
C -3.613 5.735 -5.364
C -3.157 4.034 2.526
C 2.430 0.898 5.967
H 1.505 5.356 -9.009
C 1.214 0.953 -5.403
N -1.472 3.865 -1.468
H 7.753 -3.549 2.132
C 0.534 5.890 -5.274
H -0.568 2.089 5.024
H 4.977 -1.655 1.355
C -1.814 -1.220 4.987
H 0.018 -4.232 3.657
O -2.544 -1.671 -0.633
H 0.452 -0.821 -2.338
H -6.543 3.297 -4.727
Ge -1.551 3.870 -5.313
C -5.951 5.367 -5.044
H 5.492 -5.125 3.964
C 0.473 0.550 4.090
C 1.868 6.401 -7.136
C 1.558 6.665 -5.827
H 3.431 -5.620 2.242
C 1.695 -2.791 1.473
H -1.188 4.944 1.873
H 2.804 6.848 -7.551
C 0.296 -5.356 0.465
H 5.540 -5.807 0.291
H -3.648 -3.978 5.502
H 3.247 0.963 6.728
H -2.197 4.491 -1.552
C 6.765 -3.118 2.140
H -4.823 2.917 3.203
H 6.829 -2.432 1.307
H -0.513 4.167 -8.067
C -0.345 -4.747 2.735
C -0.807 2.201 -4.995
C -5.734 3.973 -4.902
```

Charge: +3
Molar mass (g/mol): 1186.46
Relative energy (zero: lowest compared OMol25 entry of this formula, charge and spin) (kJ/mol): 29.1
HOMO level (alpha / beta) (Ha): -0.50457 / -0.51442
Spin multiplicity: 4

Mulliken population analysis, charges in e, atoms 1 to 2: number 1, C, carries -0.217; number 2, H, carries 0.404